The following is a DFT calculation (ωB97M-V/def2-TZVPD) of C44H42AsBaN4O3P as an isolated structure.

Properties
* orbital gap: 6.979 eV
* E_LUMO: -0.081 eV
* multiplicity: 1

CARTESIAN COORDINATES (ANGSTROEM)
C  -4.61720  -0.13602  2.59951
C  0.36409  1.09018  8.61299
C  -1.95345  -2.91163  8.48621
C  1.76274  -0.55363  -3.85608
C  -1.95996  -0.49826  3.36911
C  -3.94338  0.87782  3.26584
H  2.22565  -5.47813  -0.33093
H  -0.49131  7.00270  -1.22986
C  -0.75341  -3.22290  4.73815
C  -0.86822  6.11075  -1.71443
H  0.17219  -3.52454  -2.89925
Ba  0.30865  0.41629  0.46671
H  1.91335  -2.37466  2.83781
H  0.89556  2.33855  6.94327
H  1.73840  -1.24156  5.77437
C  0.23323  -1.89991  8.31670
C  1.30094  -0.29561  6.10715
O  -1.05736  2.51375  0.37153
C  -0.44272  -0.79719  -2.93360
C  -0.47074  -4.56491  4.93007
H  1.93346  -0.66519  -5.96155
C  -2.63882  -1.50441  2.68348
H  1.71797  -2.99505  -2.21401
H  -2.01506  -1.09037  -4.34823
H  -3.03037  -2.80498  8.52569
H  -0.37147  4.28532  7.73506
H  -2.09910  1.51495  4.13100
N  -0.25508  -2.57438  0.58685
C  -0.32267  1.04760  9.82488
H  -1.56932  2.09957  11.21305
H  2.43416  -4.75814  3.19889
H  -1.61954  -0.80552  8.31869
C  -3.96069  -1.32064  2.30383
H  -4.47480  -2.10552  1.76420
H  -1.33938  7.11670  -3.55068
H  -0.81325  -0.77219  6.09244
H  -1.69242  -1.80676  -1.39258
H  -2.20102  5.07449  -4.64655
H  -0.30763  0.14399  10.42366
H  3.48230  0.54349  -1.94512
H  -0.52400  4.83758  -0.01234
C  -0.11470  -0.91874  -5.32482
C  0.00454  -4.29993  8.51062
C  0.15078  -3.38326  -0.13481
N  0.58500  -4.30154  -0.97379
C  -1.35459  3.74948  -1.64709
H  0.46281  -5.27906  8.57020
C  -0.10837  -0.13445  5.55629
C  0.10066  -2.42039  3.98093
C  -1.36994  -0.84120  -1.77037
H  4.64897  0.82415  -3.26757
H  1.96573  0.49321  5.74901
P  -0.18378  -0.62442  3.77863
As  1.48134  -0.41367  8.07207
C  0.67623  -5.12116  4.37557
H  -5.64637  0.00500  2.29666
H  -2.19065  2.91516  -3.42367
C  3.59621  0.70654  -3.01517
H  3.05738  1.61552  -3.30057
C  0.34629  2.27045  7.87552
C  -0.87813  4.90280  -1.03216
C  -2.62161  0.70133  3.64062
H  0.70345  -5.72257  0.54897
C  0.94613  -0.62038  -2.70274
H  -2.00048  -5.05074  8.65461
H  -0.51444  -1.03298  -6.32330
N  -1.52380  1.39925  -1.63868
H  1.88077  -3.27633  8.37275
N  -1.81618  0.16157  -1.10052
H  -4.44205  1.81393  3.47990
C  1.24520  -2.98747  3.43177
H  -0.45926  0.89219  5.66318
H  -2.12857  -2.42198  2.42474
C  1.13834  -5.53624  -0.43070
C  1.24403  -0.71186  -5.12765
C  1.02656  -3.83372  -2.29971
C  -1.34424  6.17504  -3.01613
H  1.52523  -4.66443  -2.79405
H  -1.61794  4.17629  9.86892
O  1.45322  -0.51701  -1.48814
H  -1.13987  -5.17492  5.52281
C  -1.03530  2.15030  10.27270
C  -0.94719  -0.95111  -4.22079
C  -1.37548  -4.17206  8.55651
H  0.90003  -6.16865  4.53397
C  -1.82829  5.02761  -3.63112
C  -1.06132  3.31629  9.52019
H  0.88364  -6.36291  -1.09227
H  -1.64744  -2.79795  5.18060
C  0.80172  -3.16923  8.39695
C  -0.36445  3.37620  8.32285
C  -1.83227  3.81941  -2.95225
C  1.53668  -4.33136  3.62903
C  -1.15441  -1.78266  8.36696
O  3.13050  -0.40674  -3.76334
C  -1.34970  2.45894  -0.87512